[1]
The following is a quantum chemistry calculation of a 2-piece molecular cluster, C3H7NOS overall in a non-equilibrium geometry, from the OMol25 dataset.

Output
orbital gap	4.75	eV
relative energy (zero: lowest compared OMol25 entry of this formula, charge and spin)	119.4	kcal per mole
strongest force on any atom	4.4	eV Å⁻¹

Cartesian coordinates (Å):
O (2.468327, 0.679269, -0.825544)
C (1.287301, 0.609404, -0.670239)
C (0.733827, -0.259030, 0.698691)
C (0.540200, -0.851169, -0.546212)
S (-2.789233, -0.647564, -0.579478)
N (-0.350461, 0.278138, 1.283300)
H (0.618781, 1.410758, -0.925212)
H (1.511565, -0.622149, 1.351752)
H (-0.521644, -0.797977, -0.904111)
H (1.229778, -1.639146, -0.825285)
H (-3.156471, 0.617130, -0.339293)
H (-0.349060, 1.274797, 1.491340)
H (-1.222913, -0.052464, 0.790295)

Cartesian forces (eV/Å) of the 2 atoms listed first:
O 0.6 -0.1 0.2
C 0.6 0.7 -2.5

---

[2]
The following is a quantum chemistry calculation of C3H7NOS2 in the gas phase in a non-equilibrium geometry, from the OMol25 dataset.

Output
orbital gap	8.49	eV
relative energy (zero: lowest compared OMol25 entry of this formula, charge and spin)	101.2	kcal per mole
strongest force on any atom	4.7	eV Å⁻¹

Cartesian coordinates (Å):
C (-0.453697, -0.323924, 0.365264)
C (-2.132634, 1.445002, 0.103803)
C (1.643795, -1.746286, -0.492211)
N (1.872605, 0.983234, -0.071535)
O (-0.823858, 0.876946, 0.322228)
S (-1.503294, -1.785955, 0.162549)
S (1.449901, -0.316858, 0.697804)
H (-2.871178, 0.666265, -0.105848)
H (-1.910311, 2.139375, -0.693692)
H (-2.530452, 2.109487, 1.000816)
H (0.885757, -2.409378, -0.276695)
H (2.604486, -2.063066, -0.217658)
H (1.597062, -1.167916, -1.402889)
H (2.171821, 1.593072, 0.608068)

Cartesian forces (eV/Å) of the 2 atoms listed first:
C -2.1 -4.2 0.1
C -0.8 0.9 1.3

---

[3]
The following is a quantum chemistry calculation of C3H7NOSi as an isolated structure in a non-equilibrium geometry, from the OMol25 dataset.

Output
orbital gap (spin up / spin down)	8.48 / 8.48	eV
relative energy (zero: lowest compared OMol25 entry of this formula, charge and spin)	110.9	kcal per mole
strongest force on any atom	2.4	eV Å⁻¹

Cartesian coordinates (Å):
C (0.352530, -0.840472, 0.340937)
C (0.694676, 0.368070, -0.054319)
C (-0.943914, -1.418940, 0.879841)
N (2.214797, 0.217334, -1.173550)
O (2.675992, -0.865883, -1.224444)
Si (-0.392015, 1.894651, -0.315871)
H (1.120049, -1.546570, 0.029835)
H (-1.458125, -0.532603, 1.365305)
H (-1.431938, -1.643625, -0.120164)
H (-0.879916, -2.386066, 1.392252)
H (0.068619, 2.892241, 0.559089)
H (-1.726257, 1.460854, 0.045238)
H (-0.294504, 2.401013, -1.724152)

Cartesian forces (eV/Å) of the 2 atoms listed first:
C 0.6 -0.6 -0.1
C 0.8 -0.1 -1.7

---

[4]
The following is a quantum chemistry calculation of a 2-piece molecular cluster, C3H7NS overall in a non-equilibrium geometry, from the OMol25 dataset.

Output
orbital gap (spin up / spin down)	7.69 / 8.45	eV
relative energy (zero: lowest compared OMol25 entry of this formula, charge and spin)	106.3	kcal per mole
strongest force on any atom	3.7	eV Å⁻¹

Cartesian coordinates (Å):
C (-0.623476, 0.103007, 1.887244)
C (-0.984124, -0.299797, 0.698656)
C (1.823016, 0.055404, -0.826796)
N (-0.999087, 0.405440, -0.385227)
S (-1.608146, -0.292332, -1.768247)
H (-0.568749, -0.585662, 2.708150)
H (-0.068257, 1.009793, 2.068244)
H (-1.492677, -1.248143, 0.568806)
H (1.578224, -1.035160, -0.794472)
H (2.039678, 0.649773, -1.732153)
H (2.466460, 0.349421, 0.019463)
H (-1.562860, 0.888256, -2.443667)

Cartesian forces (eV/Å) of the 2 atoms listed first:
C 2.0 0.8 2.8
C -2.3 -2.7 -1.3

---

[5]
The following is a quantum chemistry calculation of C3H7NS in the gas phase in a non-equilibrium geometry, from the OMol25 dataset.

Output
orbital gap	8.88	eV
relative energy (zero: lowest compared OMol25 entry of this formula, charge and spin)	3.7	kcal per mole
strongest force on any atom	2.0	eV Å⁻¹

Cartesian coordinates (Å):
C (-1.035361, 0.969952, -0.461498)
C (0.596972, -0.363851, 0.855464)
C (0.841080, -1.107050, -0.460962)
H (-1.879628, 1.642703, -0.251637)
H (-1.478368, 0.004023, -0.794390)
H (-0.432040, 1.386684, -1.299796)
H (-0.342052, 1.264475, 1.550087)
H (0.627567, -0.351979, -1.175424)
H (1.922363, -1.424542, -0.430938)
H (0.117938, -1.920670, -0.551344)
N (-0.140435, 0.743756, 0.714303)
S (1.201963, -0.843500, 2.306134)

Cartesian forces (eV/Å) of the 2 atoms listed first:
C 0.5 -0.4 -0.3
C 0.1 -0.5 -0.2

---

[6]
The following is a quantum chemistry calculation of C3H7NS2 in the gas phase in a non-equilibrium geometry, from the OMol25 dataset.

Output
orbital gap	9.03	eV
relative energy (zero: lowest compared OMol25 entry of this formula, charge and spin)	15.3	kcal per mole
strongest force on any atom	2.7	eV Å⁻¹

Cartesian coordinates (Å):
C (-1.192159, -0.620200, 0.231000)
C (-0.182229, 0.528739, 0.038993)
C (2.174046, 0.083656, -0.496774)
H (-3.022826, 0.737525, 0.171874)
H (-1.394735, -0.921586, 1.286645)
H (-0.866162, -1.443207, -0.414942)
H (-0.417498, 1.275929, 0.754286)
H (-0.247367, 0.991375, -0.929176)
H (1.251272, -0.345921, 1.260047)
H (1.944774, 0.617480, -1.433217)
N (1.123902, -0.040912, 0.272989)
S (-2.843593, -0.393156, -0.470136)
S (3.672580, -0.469721, -0.271587)

Cartesian forces (eV/Å) of the 2 atoms listed first:
C -0.6 -0.5 -0.6
C -0.7 -1.4 0.2